(1)
Here is C3H4LiLuO3 as an isolated structure from OMol25. Energies are from ωB97M-V/def2-TZVPD.

```
12
Properties=species:S:1:pos:R:3:nbo_charge:R:1
Lu 2.416 -1.398 0.658 2.455
O -1.589 -0.822 1.957 -0.448
O -0.895 0.634 0.231 -0.663
O 0.501 -1.048 1.408 -0.926
C -0.449 0.349 -1.030 -0.023
C 0.979 0.609 -1.235 -0.346
C -0.722 -0.902 1.082 0.939
Li -1.466 1.145 2.097 0.983
H 1.430 0.270 -2.171 0.270
H -0.624 -1.050 -0.687 0.175
H 1.497 1.303 -0.565 0.249
H -1.078 0.909 -1.743 0.335
```

Summary:
**Gap between HOMO and LUMO (alpha / beta)**: 5.983 / 6.355 eV
**2S+1**: 2
**⟨S²⟩**: 0.784
**Energy above the lowest of the compared OMol25 structures with the same formula, charge and spin**: 3.889 eV
**E_HOMO (alpha / beta)**: -21.736 / -22.579 eV
**Net charge**: +3



(2)
Here is C38H30MgN2O2P2S3SbSe as an isolated structure from OMol25. Energies are from ωB97M-V/def2-TZVPD.

```
80
Properties=species:S:1:pos:R:3:mulliken_charge:R:1
Sb 2.512 1.308 -1.491 0.490
Se -4.538 3.686 -3.166 -0.329
S 0.404 1.929 -2.388 -0.726
S 2.330 -0.162 0.328 -0.721
S 3.742 3.180 -0.974 -0.656
P 0.537 -2.757 -1.045 1.222
P -0.067 2.805 1.050 1.195
Mg -1.290 0.704 -1.137 1.985
O -1.644 -0.996 -1.992 -0.464
O -3.433 -1.915 -0.993 -0.731
N -2.946 1.853 -1.477 -0.743
N -0.949 -0.071 0.899 0.124
C 3.487 -1.869 -4.500 -0.523
C -1.230 -5.818 -3.208 -0.719
C -2.541 -5.367 -3.348 -0.512
C 0.914 5.076 2.515 -0.272
C 3.285 3.792 3.153 -0.704
C -0.305 -5.039 -2.536 0.145
C -0.657 -3.791 -2.019 -0.313
C 3.900 -2.743 -3.507 -0.660
C 3.052 5.077 3.623 -0.438
C -2.612 4.121 0.939 -0.457
C 1.866 5.719 3.296 -0.643
C 1.776 -2.513 -2.381 0.664
C 1.136 3.781 2.052 0.302
C 0.766 -5.840 1.624 -0.671
C -1.654 6.034 -0.825 -0.493
C 1.247 -4.016 0.093 0.077
C -3.469 5.085 0.423 -0.551
C -0.977 1.902 2.372 0.192
C 0.371 -4.977 0.617 -0.614
C 2.914 -4.787 1.674 -0.785
C -2.906 -4.140 -2.825 -0.730
C -0.803 5.065 -0.321 -0.664
C 2.211 -1.326 -4.443 -0.516
C -1.964 -3.333 -2.187 0.522
C 1.363 -1.642 -3.394 -0.706
C -2.412 -1.971 -1.673 0.080
C -3.551 2.573 -2.163 0.193
C -1.375 2.479 3.574 0.058
C -1.343 0.576 2.110 -0.038
C -2.521 0.477 4.210 -0.565
C -2.142 1.783 4.495 -0.832
C 2.338 3.149 2.370 -0.304
C 2.049 -5.758 2.153 -0.393
C -2.118 -0.125 3.031 -0.907
C 3.050 -3.067 -2.457 -0.349
C 2.515 -3.919 0.665 -0.439
C -1.267 4.111 0.588 0.298
C -2.992 6.047 -0.451 -0.525
H -2.407 -1.146 2.810 0.502
H 3.795 5.582 4.230 0.337
H 4.158 -1.603 -5.308 0.337
H -1.221 -1.049 0.899 0.102
H -1.080 3.502 3.780 0.424
H -4.521 5.060 0.681 0.330
H 0.229 5.024 -0.656 0.413
H -3.922 -3.776 -2.910 0.492
H 0.708 -5.401 -2.403 0.379
H -0.936 -6.777 -3.617 0.394
H -3.007 3.357 1.597 0.289
H 4.894 -3.174 -3.540 0.375
H -0.002 5.594 2.261 0.323
H -3.127 -0.080 4.914 0.355
H 0.382 -1.190 -3.341 0.280
H -2.451 2.255 5.419 0.393
H 0.064 -6.572 2.008 0.379
H 1.676 6.727 3.649 0.383
H 4.220 3.291 3.371 0.397
H -3.669 6.778 -0.876 0.330
H -3.274 -5.977 -3.863 0.367
H 2.362 -6.431 2.943 0.361
H 3.903 -4.681 2.104 0.382
H -1.282 6.756 -1.540 0.374
H 0.089 -0.043 0.782 -0.403
H -0.636 -5.053 0.221 0.376
H 3.183 -3.121 0.368 0.498
H 1.878 -0.625 -5.198 0.405
H 3.392 -3.765 -1.707 0.411
H 2.542 2.161 1.970 0.164
```

Summary:
**Gap between HOMO and LUMO (alpha / beta)**: 5.731 / 6.311 eV
**2S+1**: 2
**⟨S²⟩**: 0.761
**Energy above the lowest of the compared OMol25 structures with the same formula, charge and spin**: 0.000 eV
**E_HOMO (alpha / beta)**: -1.607 / -2.380 eV
**Net charge**: -2



(3)
Here is C18H32CoO10 as an isolated structure from OMol25. Energies are from ωB97M-V/def2-TZVPD.

```
61
Properties=species:S:1:pos:R:3:nbo_charge:R:1
Co 5.362 13.479 14.652 1.630
O 6.383 12.975 12.846 -0.770
O 8.746 15.673 14.754 -0.446
O 3.731 10.301 16.043 -0.468
O 6.616 15.126 14.691 -0.718
O 4.121 14.069 16.246 -0.702
O 4.163 11.754 14.433 -0.712
O 6.760 12.438 15.752 -0.717
O 4.634 13.189 18.208 -0.464
O 8.483 11.063 15.784 -0.454
O 3.919 14.390 13.420 -0.785
C 8.652 18.052 14.905 -0.438
C 7.429 11.981 12.715 -0.251
C 3.592 10.748 14.811 0.860
C 6.975 10.777 17.535 -0.530
C 4.103 14.141 17.460 0.856
C 2.242 8.753 14.953 -0.439
C 9.014 9.983 16.617 -0.072
C 2.918 9.117 16.291 -0.070
C 3.452 15.720 13.725 -0.249
C 7.811 9.499 17.406 -0.432
C 7.355 11.517 16.281 0.863
C 3.612 14.668 19.747 -0.435
C 4.680 13.595 19.601 -0.076
C 7.262 17.450 15.102 -0.531
C 7.468 15.980 14.845 0.857
C 3.500 15.223 18.314 -0.530
C 9.584 16.832 14.998 -0.073
C 2.682 9.880 13.997 -0.534
H 6.501 17.792 14.399 0.256
H 5.677 13.978 19.811 0.196
H 3.375 16.309 12.813 0.201
H 4.484 12.731 20.229 0.219
H 4.199 16.173 14.369 0.197
H 9.795 10.423 17.237 0.204
H 8.071 9.047 18.358 0.250
H 7.273 8.762 16.808 0.217
H 8.898 18.778 15.677 0.244
H 10.029 16.702 15.982 0.200
H 10.370 16.858 14.250 0.220
H 3.879 15.450 20.452 0.248
H 2.222 9.359 17.088 0.210
H 1.845 10.480 13.638 0.259
H 6.859 17.610 16.103 0.252
H 9.448 9.235 15.964 0.222
H 2.497 15.677 14.242 0.195
H 7.304 11.391 18.376 0.251
H 2.649 14.260 20.045 0.232
H 2.605 7.786 14.617 0.239
H 8.307 12.374 13.217 0.212
H 7.134 11.051 13.201 0.175
H 7.641 11.820 11.662 0.202
H 5.738 12.790 12.156 0.496
H 3.602 8.346 16.631 0.205
H 3.230 13.888 12.975 0.509
H 2.471 15.376 17.989 0.264
H 1.160 8.724 15.021 0.244
H 3.197 9.529 13.104 0.263
H 8.746 18.558 13.948 0.236
H 4.040 16.153 18.137 0.254
H 5.903 10.606 17.567 0.261
```

Summary:
**Gap between HOMO and LUMO (alpha / beta)**: 11.608 / 10.737 eV
**2S+1**: 4
**⟨S²⟩**: 3.755
**Energy above the lowest of the compared OMol25 structures with the same formula, charge and spin**: 0.000 eV
**E_HOMO (alpha / beta)**: -16.085 / -15.634 eV
**Net charge**: +2



(4)
Here is C30H36Cl4GeN3O5SiZn as an isolated structure from OMol25. Energies are from ωB97M-V/def2-TZVPD.

```
81
Properties=species:S:1:pos:R:3:mulliken_charge:R:1
Ge -1.228 -3.216 -2.835 0.624
Zn -0.386 -1.435 -1.246 2.261
Cl -0.119 -3.521 -4.706 -0.381
Cl -1.075 -5.250 -1.955 -0.414
Cl 1.120 0.589 0.661 0.235
Cl -3.313 -3.303 -3.545 -0.384
Si -0.262 2.408 0.292 0.509
O 0.745 -0.074 -3.338 -0.474
O 2.988 2.009 -0.269 -0.254
O -0.448 -2.736 0.262 -0.813
O 0.017 0.376 1.726 -0.565
O 0.994 -0.122 -2.053 -0.463
N 2.243 -4.205 1.871 0.037
N -1.921 0.104 -0.790 1.994
N 1.655 -3.643 0.743 0.842
C 4.310 -1.674 -0.914 -0.775
C 1.648 5.445 -2.717 -0.515
C 3.002 -2.793 -2.594 -0.695
C 3.306 -5.180 1.660 -1.073
C 0.626 4.981 -0.591 -0.746
C 1.245 -4.400 2.783 0.808
C -0.960 3.321 1.758 0.571
C -2.036 4.737 3.916 -0.447
C 2.586 1.740 0.917 -0.282
C 2.226 -3.382 -1.601 -0.421
C -2.815 -0.129 -1.963 -0.934
C 0.081 -3.881 2.316 -1.322
C -0.395 3.217 3.030 -0.533
C 0.967 3.207 -2.169 -0.408
C -4.161 -0.379 0.309 -0.789
C -2.647 -0.264 0.479 -0.576
C -2.073 4.150 1.590 0.100
C -2.613 4.850 2.660 -0.831
C 0.500 3.628 -0.915 0.943
C 4.042 -1.945 -2.252 -0.524
C 1.544 4.102 -3.057 -1.106
C -0.926 3.924 4.099 -0.628
C -1.536 1.529 -0.811 -1.708
C 3.523 -2.226 0.081 0.320
C 2.479 -3.078 -0.274 -0.784
C 1.527 -5.111 4.058 -1.532
C -4.717 0.753 -0.549 -0.535
C 0.338 -3.361 1.013 0.137
C 1.184 5.883 -1.487 -0.699
C -4.091 0.711 -1.956 -0.919
H 2.090 6.147 -3.413 0.382
H 1.258 6.930 -1.222 0.414
H -2.238 -1.200 0.859 0.032
H -0.476 3.834 5.079 0.394
H -4.420 -1.341 -0.140 0.302
H 2.776 -3.004 -3.630 0.387
H -2.438 2.146 -0.689 0.248
H -3.094 -1.181 -1.953 0.037
H -3.901 1.720 -2.326 0.215
H -2.452 5.283 4.754 0.380
H 4.645 -1.493 -3.028 0.429
H 1.446 -4.090 -1.847 0.864
H -4.778 0.249 -2.668 0.475
H -2.231 0.038 -2.871 0.440
H -4.504 1.708 -0.061 0.189
H 2.542 1.550 -1.022 0.325
H 0.860 2.170 -2.474 0.410
H 3.702 -2.000 1.125 0.515
H 0.288 5.336 0.376 0.394
H 1.900 3.752 -4.017 0.468
H 1.586 -0.803 0.995 -0.165
H 1.842 -6.140 3.873 0.328
H -4.611 -0.370 1.303 0.476
H 0.456 2.567 3.185 0.294
H -1.177 1.743 -1.819 0.797
H -0.863 -3.814 2.825 0.466
H -3.478 5.483 2.512 0.398
H -5.803 0.679 -0.615 0.443
H 0.630 -5.134 4.672 0.384
H -2.528 4.260 0.610 0.412
H 2.320 -4.611 4.615 0.320
H 3.826 -4.935 0.738 0.362
H -2.406 0.499 1.218 0.184
H 2.909 -6.194 1.583 0.355
H 5.131 -1.021 -0.644 0.426
H 4.017 -5.122 2.481 0.368
```

Summary:
**Gap between HOMO and LUMO (alpha / beta)**: 7.202 / 7.172 eV
**2S+1**: 2
**⟨S²⟩**: 0.755
**Energy above the lowest of the compared OMol25 structures with the same formula, charge and spin**: 5.061 eV
**E_HOMO (alpha / beta)**: -7.510 / -7.490 eV



(5)
Here is an isolated molecule of C4H10N2 from OMol25. Energies are from ωB97M-V/def2-TZVPD.

```
16
Properties=species:S:1:pos:R:3:nbo_charge:R:1
N -0.194 0.419 0.864 -0.608
N -2.738 0.827 1.250 -0.863
C 0.193 -0.373 -0.374 -0.183
C 2.285 -1.322 -1.697 -0.629
C 1.730 -0.523 -0.537 -0.415
C -1.276 1.213 1.029 0.407
H 2.651 -0.755 -2.583 0.216
H -3.491 1.577 1.178 0.374
H 2.172 0.554 -0.491 0.209
H 2.977 -2.000 -1.204 0.222
H 1.868 -1.095 0.374 0.206
H -2.995 0.216 0.473 0.375
H -1.240 2.299 0.693 0.148
H 1.532 -2.001 -2.145 0.204
H -0.270 0.013 -1.279 0.183
H -0.269 -1.502 -0.339 0.156
```

Summary:
**Gap between HOMO and LUMO**: 8.175 eV
**Structure (SMILES)**: CCC/N=C\N
**2S+1**: 1
**Energy above the lowest of the compared OMol25 structures with the same formula, charge and spin**: 4.002 eV
**E_HOMO**: -8.012 eV



(6)
Here is C17H23ClGeMoN7 as an isolated structure from OMol25. Energies are from ωB97M-V/def2-TZVPD.

```
50
Properties=species:S:1:pos:R:3:nbo_charge:R:1
Mo 0.103 -0.200 -1.509 0.927
Ge -1.138 2.483 0.545 1.569
Cl -4.862 -3.104 -1.287 0.034
N 2.050 0.611 -1.113 -0.473
N 1.865 -1.763 4.256 -0.752
N -1.350 -2.151 1.116 -0.751
N -1.247 -1.906 -2.049 -0.462
N 0.597 -1.136 0.506 -0.645
N 0.266 -2.042 2.638 -0.562
N 2.041 -0.439 2.264 -0.509
C -2.562 -1.970 -1.727 -0.020
C -2.861 3.365 0.215 -1.060
C -1.151 1.122 -0.876 -0.862
C 3.919 2.039 -1.656 -0.219
C -0.126 -1.751 1.410 0.634
C 2.487 0.489 0.123 0.157
C -1.217 1.678 2.338 -1.075
C 1.710 -0.460 1.049 0.460
C -0.651 -2.957 -2.540 0.054
C 4.394 1.923 -0.357 -0.138
C 2.668 1.453 -1.977 0.092
C -2.585 -4.336 -2.285 -0.170
C 0.493 3.433 0.153 -1.087
C 1.391 -1.479 3.034 0.618
C -1.290 -4.190 -2.670 -0.217
C -3.192 -3.175 -1.817 -0.035
C 3.622 1.194 0.554 -0.195
H -0.852 -5.036 -3.235 0.252
H 1.340 -2.447 4.796 0.432
H -2.019 -2.540 1.713 0.421
H -0.626 0.846 2.259 0.206
H -1.790 -1.730 0.305 0.398
H -2.933 4.049 -0.579 0.238
H 0.296 3.809 -0.907 0.246
H 0.416 0.314 -3.162 -0.262
H -0.595 2.371 2.948 0.236
H 2.208 1.622 -2.893 0.239
H 0.362 -2.796 -2.980 0.225
H -2.221 0.936 -1.259 0.181
H -3.553 2.607 -0.112 0.229
H -3.194 -5.289 -2.543 0.270
H 1.319 2.734 0.082 0.211
H -3.128 3.898 1.127 0.233
H 4.324 2.840 -2.294 0.248
H 5.306 2.483 -0.088 0.247
H 2.696 -1.225 4.607 0.434
H 3.892 1.092 1.628 0.261
H -2.239 1.541 2.804 0.252
H -3.112 -1.084 -1.348 0.250
H 0.729 4.275 0.796 0.242
```

Summary:
**Gap between HOMO and LUMO (alpha / beta)**: 6.615 / 7.407 eV
**2S+1**: 3
**⟨S²⟩**: 2.113
**E_HOMO (alpha / beta)**: -10.023 / -10.855 eV
**Net charge**: +1



- Which formula does entry 3 have?
  C18H32CoO10